# 1
The following is a DFT calculation (wB97M-V/def2-TZVPD) of 10 unconnected molecules or ions with the total composition C29H69BN3O12.

ORCA input file:
```
! RIJCOSX wB97M-V def2-TZVPD def2/J DEFGRID3
* xyz 1 1
C -3.52201 3.33406 0.56137
C -2.58436 2.40878 1.47239
C -3.44153 1.41185 2.36512
O -2.71059 0.23983 2.78310
C -3.23666 -0.95255 2.15753
C -2.86829 -0.83045 0.62502
C -1.48229 -0.78892 0.19568
C -0.15990 -0.84886 1.00688
C 0.24480 0.52550 1.71457
C 1.81007 0.46996 1.91530
C 2.47422 -0.29719 2.97379
C 3.95633 -0.23253 3.07131
C 4.77201 0.54917 2.10433
C 4.09658 1.31330 1.03623
C 2.63235 1.24005 0.96498
N -1.59554 -0.62997 -1.21894
C -0.57945 -0.47586 -2.28508
C 0.65709 -1.45607 -2.17328
O 1.33421 -1.56881 -3.43334
C 1.78734 -0.29178 -3.90773
C 0.92172 0.26445 -5.13797
C -2.92321 -0.60496 -1.56404
N -3.56484 -0.44059 -2.84592
N -3.77703 -0.72182 -0.45861
B -5.28309 -0.69062 -0.49316
C -6.03954 -1.74565 -1.43857
O -6.06621 0.23804 0.23039
H -3.96967 4.18297 1.14043
H -4.35780 2.73664 0.10541
H -2.91931 3.76617 -0.28844
H -1.98658 3.11812 2.11055
H -1.94665 1.82907 0.75618
H -4.39153 1.17198 1.81433
H -3.75549 2.02631 3.28251
H -2.68711 -1.82352 2.59484
H -4.35350 -0.98961 2.32412
H -0.33862 -1.58889 1.84625
H 0.72315 -1.23760 0.44181
H -0.20446 0.48809 2.74925
H -0.05463 1.44129 1.15017
H 1.88958 -0.91424 3.70234
H 4.52443 -0.77475 3.87344
H 5.88289 0.62659 2.15951
H 4.62298 1.93980 0.27839
H 2.10474 1.79836 0.13962
H -1.09885 -0.70888 -3.26296
H -0.26746 0.60843 -2.36753
H 0.36543 -2.44649 -1.73990
H 1.40946 -0.97217 -1.47271
H 2.83759 -0.37804 -4.30102
H 1.80786 0.51937 -3.12843
H 0.06446 0.84654 -4.68666
H 0.47115 -0.59623 -5.70332
H 1.54281 0.93406 -5.79528
H -3.19759 -1.19596 -3.43644
H -3.31749 0.46868 -3.26232
H -5.38632 -2.64518 -1.59523
H -7.00772 -2.07198 -0.94640
H -6.32961 -1.22966 -2.40009
H -6.46929 -0.27660 0.96228
C -2.84921 4.49236 4.80733
O -2.67804 3.07832 4.81358
H -2.92204 4.83063 3.77429
H -3.76591 4.75782 5.33935
H -1.99174 4.97201 5.28402
H -2.61453 2.80297 5.73525
C 5.95187 -0.37080 -3.96363
O 5.00202 0.55082 -3.42949
H 5.54076 -0.80846 -4.87341
H 6.87876 0.15047 -4.20078
H 6.14653 -1.16273 -3.23724
H 5.38680 0.92327 -2.62869
C -8.47709 -4.54064 0.95856
O -8.43329 -3.37183 0.14542
H -7.46266 -4.79038 1.26592
H -9.08686 -4.35323 1.84532
H -8.89658 -5.37295 0.38948
H -9.34009 -3.17106 -0.11395
C 9.57447 -0.46755 -2.06793
O 8.97964 -0.71652 -3.33614
H 9.16140 0.45589 -1.66419
H 9.35193 -1.29122 -1.38471
H 10.65586 -0.35993 -2.17906
H 9.35954 -1.53600 -3.67283
C 0.47346 -1.44123 6.44380
O 0.52059 -0.28059 5.61962
H 1.48380 -1.67338 6.77714
H -0.15890 -1.25310 7.31442
H 0.07841 -2.28666 5.87408
H -0.38300 -0.09436 5.33748
C 1.18863 5.28819 1.38274
O 0.83471 4.30058 2.34227
H 0.50391 6.12942 1.47894
H 2.20994 5.63245 1.56301
H 1.10983 4.87262 0.37393
H 1.45449 3.56679 2.23841
C -2.72085 -0.45263 -6.89013
O -3.07670 -1.44948 -5.93483
H -3.39889 0.39249 -6.78134
H -1.69572 -0.11782 -6.71399
H -2.81006 -0.85843 -7.89957
H -2.46468 -2.18609 -6.05081
C 2.80621 -4.86934 -5.24468
O 2.73599 -3.54974 -5.76713
H 2.65644 -5.57564 -6.05971
H 3.78802 -5.03999 -4.79580
H 2.02466 -5.01397 -4.49363
H 2.87059 -2.94362 -5.02902
C 4.42717 1.12716 6.99865
O 5.27053 0.37470 6.13483
H 4.59998 0.80295 8.02370
H 4.66153 2.19101 6.91263
H 3.37925 0.95567 6.73739
H 5.10008 0.67972 5.23506
*
```

As for the HOMO-LUMO gap: 8.64 eV. For the electronic energy, the calculation gives -2237.93826 Ha.

=====

# 2
The following is a DFT calculation (wB97M-V/def2-TZVPD) of a single C2H3NS molecule.

ORCA input file:
```
! RIJCOSX wB97M-V def2-TZVPD def2/J DEFGRID3
* xyz 0 1
C 2.58533 0.20943 0.02299
C 1.25176 0.75639 0.08232
N -1.28452 0.09150 0.11721
S -0.22221 1.43778 -0.13908
H 3.41662 0.00203 0.63394
H -2.15552 0.29369 -0.35958
H -1.46410 -0.07149 1.10139
*
```

The relative energy (zero: lowest compared OMol25 entry of this formula, charge and spin) comes out at 89.8 kcal/mol. As for the HOMO-LUMO gap (alpha / beta): 8.66 / 8.65 eV. For the electronic energy, the calculation gives -530.79155 Ha.

=====

# 3
The following is a DFT calculation (wB97M-V/def2-TZVPD) of 2 unconnected molecules or ions with the total composition C5H7FO.

ORCA input file:
```
! RIJCOSX wB97M-V def2-TZVPD def2/J DEFGRID3
* xyz 0 1
C 0.57397 1.23465 -1.23443
C -0.46223 0.73202 2.46714
C 0.15496 0.35565 -0.37603
C 0.54578 0.80759 1.68889
C -0.45812 -1.71126 -1.40342
O -0.62522 -0.67570 -0.42580
F 1.81906 0.91855 1.86675
H 0.20873 1.42316 -2.27948
H 1.25733 1.99291 -0.86171
H -0.43017 0.68559 3.58603
H -1.36056 0.27461 2.11336
H -0.64631 -2.71802 -0.97065
H 0.56875 -1.61788 -1.86158
H -1.14599 -1.70185 -2.30907
*
```

The relative energy (zero: lowest compared OMol25 entry of this formula, charge and spin) comes out at 102.8 kcal/mol. As for the HOMO-LUMO gap: 9.71 eV. For the electronic energy, the calculation gives -369.63512 Ha.

=====

# 4
The following is a DFT calculation (wB97M-V/def2-TZVPD) of a molecular structure, C22H29FeN5O2.

ORCA input file:
```
! RIJCOSX wB97M-V def2-TZVPD def2/J DEFGRID3
* xyz 1 2
Fe 0.14944 -0.43501 -0.01599
O -1.51625 -0.99587 0.54359
C -2.00997 -1.10004 1.75204
C -3.38725 -0.93595 1.96275
C -3.91250 -1.09682 3.22626
C -3.10326 -1.42406 4.32057
C -1.75610 -1.59869 4.12465
C -1.19588 -1.44366 2.84618
C 0.19593 -1.67860 2.64784
N 0.86481 -1.57087 1.55224
C 2.31415 -1.80302 1.72938
C 3.01472 -1.16502 0.54877
N 2.28395 0.06264 0.32370
C 2.77334 1.19679 0.64031
C 1.94896 2.38419 0.67142
C 2.54157 3.65457 0.60708
C 1.78332 4.79811 0.68434
C 0.40492 4.67452 0.86915
C -0.19499 3.43503 0.96014
C 0.55819 2.25408 0.85640
O -0.07839 1.09442 1.00360
H -4.02265 -0.68478 1.12377
H -4.97650 -0.96307 3.37376
H -3.53710 -1.53833 5.30344
H -1.10826 -1.86057 4.95291
H 0.74521 -1.97179 3.54469
H 2.53788 -2.86710 1.81528
H 2.63851 -1.30530 2.64556
H 2.89032 -1.82870 -0.30943
H 4.08344 -1.01390 0.71445
H 3.82346 1.28723 0.93280
H 3.61717 3.72538 0.49143
H 2.24607 5.77158 0.61899
H -0.20491 5.56481 0.95324
H -1.25865 3.33830 1.14001
C -2.23244 0.01252 -1.96848
C -2.32291 -1.52293 -1.92805
N -0.99874 -2.12015 -1.97641
C -0.34202 -1.99980 -3.26537
C 1.13478 -1.68715 -3.09038
N 1.42100 -0.68640 -2.04058
C 1.33402 0.71446 -2.48494
C -0.11593 1.13433 -2.60652
N -0.93676 0.59618 -1.48742
H -3.05134 0.43829 -1.39197
H -2.36602 0.36348 -2.99298
H -2.97610 -1.84900 -2.74744
H -2.77121 -1.84113 -0.99594
H -1.03035 -3.07991 -1.65950
H -0.83593 -1.22075 -3.84336
H -0.43282 -2.90999 -3.86579
H 1.57245 -1.37689 -4.04534
H 1.64511 -2.60403 -2.78663
H 2.37148 -0.87753 -1.76283
H 1.84888 0.88338 -3.43614
H 1.82457 1.33156 -1.73210
H -0.52940 0.75860 -3.53870
H -0.19284 2.22156 -2.64793
H -1.17015 1.36084 -0.86054
*
```

The relative energy (zero: lowest compared OMol25 entry of this formula, charge and spin) comes out at 2.7 kcal/mol. As for the HOMO-LUMO gap (alpha / beta): 7.49 / 7.88 eV. For the electronic energy, the calculation gives -2543.47628 Ha. The expectation value of S² is 0.832.

=====

# 5
The following is a DFT calculation (wB97M-V/def2-TZVPD) of 2 unconnected molecules or ions with the total composition C27H35N3O5.

ORCA input file:
```
! RIJCOSX wB97M-V def2-TZVPD def2/J DEFGRID3
* xyz 2 1
C -1.56835 -2.50067 0.38252
O -2.58331 -3.40042 -0.22115
C -3.92456 -2.78202 -0.08113
C -4.67465 -2.59401 -1.56191
C -3.93682 -1.40767 -2.45923
C -4.94668 -0.63577 -3.49682
C -5.53999 0.80635 -2.89219
C -6.15347 0.63804 -1.38112
O -7.07762 1.70353 -0.95991
C -6.47413 3.04149 -1.06591
O -7.19306 3.98475 -1.73462
N -5.16166 3.49080 -0.46037
O -4.55921 4.39618 -1.25082
C -3.17001 4.66076 -0.84536
O -2.71070 5.80814 -0.30950
C -2.03639 3.46172 -1.11872
C -1.26563 3.28361 -2.57271
C -0.19669 2.01239 -2.66716
C 0.03159 1.00240 -1.38082
C -0.73020 1.18990 0.06781
C -1.78195 2.45392 0.19079
H -0.52490 -3.07259 0.39608
H -1.88533 -2.11348 1.45924
H -1.50077 -1.56004 -0.31107
H -3.89591 -1.76162 0.53184
H -4.56733 -3.54660 0.57201
H -4.62891 -3.65694 -2.06500
H -5.80198 -2.36759 -1.33186
H -3.29401 -0.68807 -1.77756
H -3.14417 -1.98457 -3.13822
H -5.80344 -1.39217 -3.78208
H -4.32480 -0.47074 -4.50097
H -6.29636 1.20543 -3.69151
H -4.59771 1.52544 -2.85951
H -6.78040 -0.37606 -1.38840
H -5.25273 0.45569 -0.65672
H -4.56897 2.65258 -0.27296
H -1.48245 4.01383 -3.47524
H 0.39858 1.82074 -3.68365
H 0.77655 0.09314 -1.48577
H -0.60450 0.48497 0.99414
H -2.36119 2.65105 1.21131
C 7.04698 0.23403 6.51740
N 6.53987 -0.09169 5.16917
C 5.74075 -1.17035 5.00782
C 5.21088 -1.48113 3.75275
C 5.49557 -0.67479 2.64648
C 6.34606 0.41887 2.85129
C 6.85873 0.69267 4.11849
C 4.91205 -0.93359 1.31773
C 4.13554 0.04007 0.67782
C 3.62533 -0.18495 -0.59973
N 3.87588 -1.34559 -1.24254
C 4.60063 -2.32017 -0.64719
C 5.12506 -2.13467 0.63410
C 3.37380 -1.55602 -2.61434
H 7.59305 -0.63532 6.89235
H 6.18290 0.46038 7.14838
H 7.71053 1.10021 6.46764
H 5.52249 -1.76905 5.88884
H 4.55547 -2.34654 3.66131
H 6.62216 1.07204 2.02455
H 7.51541 1.54044 4.29631
H 3.91576 0.98792 1.16768
H 3.02509 0.56251 -1.11338
H 4.76460 -3.23541 -1.21027
H 5.72109 -2.93197 1.07546
H 2.76031 -2.45996 -2.61513
H 4.24265 -1.66644 -3.26940
H 2.77555 -0.69728 -2.92941
*
```

As for the HOMO-LUMO gap: 4.83 eV. For the electronic energy, the calculation gives -1589.11805 Ha.

=====

# 6
The following is a DFT calculation (wB97M-V/def2-TZVPD) of a molecular structure, C39H61BBaI2N9S4Si.

ORCA input file:
```
! RIJCOSX wB97M-V def2-TZVPD def2/J DEFGRID3
* xyz -1 1
Ba 0.64358 0.66030 -0.46179
C -3.87987 3.04365 2.30167
C -2.51294 3.62433 2.68198
C -1.92274 2.73851 3.77118
C -2.64478 5.05556 3.19731
N -1.67695 3.66760 1.43508
C -2.25146 4.18742 0.27426
C -1.55812 3.75147 -0.78470
N -0.51948 2.97735 -0.28408
B 0.74345 3.03720 -1.40205
N 0.49075 1.89111 -2.67294
C 0.92633 2.61745 -3.78950
C -0.09425 2.73851 -4.63656
N -1.21847 2.05960 -4.12949
C -0.90061 1.56431 -2.88577
S -2.03126 0.88452 -1.75116
C -2.07847 1.26608 -5.10308
C -1.34768 -0.04839 -5.36181
C -2.21240 2.08321 -6.38637
C -3.48164 1.02882 -4.53847
N 2.22017 2.69432 -0.67774
C 2.75131 3.77115 0.01539
C 4.07882 3.73036 -0.17398
N 4.38704 2.62888 -0.97156
C 3.23587 2.00804 -1.37466
S 3.07724 0.67635 -2.45122
C 5.78489 2.17766 -1.26415
C 5.95100 0.68452 -0.95485
C 6.08884 2.47734 -2.73024
C 6.75080 2.95108 -0.36761
C -0.55272 2.96728 1.10633
S 0.66904 2.24035 2.11757
H -4.45392 2.85882 3.21004
H -3.75200 2.09456 1.77896
H -4.45789 3.71507 1.66737
H -2.61837 2.76204 4.61275
H -0.95167 3.09162 4.10579
H -1.81396 1.70856 3.43206
H -3.31789 5.07556 4.05549
H -3.04838 5.72246 2.43391
H -1.67188 5.43682 3.50987
H -3.12561 4.81036 0.31303
H -1.66291 3.95997 -1.83252
H 0.76032 4.17281 -1.80236
H 1.87521 3.12142 -3.78396
H -0.14697 3.29291 -5.55424
H -0.34655 0.14152 -5.75482
H -1.89887 -0.65608 -6.08118
H -1.23457 -0.61710 -4.43616
H -1.25990 2.20997 -6.89901
H -2.63354 3.06942 -6.17846
H -2.88353 1.55699 -7.06336
H -3.51700 0.16217 -3.88744
H -4.16623 0.86163 -5.37318
H -3.82978 1.89193 -3.97319
H 2.10957 4.49545 0.48079
H 4.83915 4.38259 0.20796
H 5.55180 0.05709 -1.74403
H 5.43110 0.41129 -0.03583
H 7.01394 0.46911 -0.83284
H 5.35793 1.98479 -3.37009
H 7.08135 2.10289 -2.98633
H 6.05738 3.55309 -2.91783
H 6.54286 2.76860 0.68853
H 6.72605 4.02534 -0.55519
H 7.76006 2.60154 -0.58036
C 0.28363 0.15018 5.80778
C -0.06302 -1.23531 5.28830
N 0.01961 -1.22510 3.83703
C -0.59036 -2.06124 2.96082
S -0.91262 -1.53854 1.40072
N -0.90233 -3.31444 3.35051
C -0.11012 -4.12952 4.27589
C -0.91019 -4.60269 5.48240
H 1.29661 0.42672 5.50644
H -0.40160 0.89915 5.40651
H 0.23002 0.17782 6.89624
H -1.07630 -1.51657 5.59114
H 0.62667 -1.96126 5.72283
H 0.26764 -0.34534 3.40664
H -1.29200 -3.83293 2.57584
H 0.77417 -3.57064 4.56944
H 0.26747 -4.97228 3.69657
H -1.45570 -3.77928 5.94661
H -0.24524 -5.04081 6.22967
H -1.63611 -5.36421 5.19261
C 3.93876 -2.10648 4.44071
Si 4.92475 -1.05517 3.24652
C 6.21071 -0.03959 4.19118
C 5.85053 -2.16301 2.06401
C 3.76979 0.18060 2.42262
H 4.58895 -2.61486 5.15626
H 3.38851 -2.86540 3.87334
H 3.20192 -1.50819 4.98628
H 7.00729 -0.66338 4.60470
H 5.75480 0.51240 5.01808
H 6.67548 0.69391 3.52521
H 6.50054 -2.82809 2.63825
H 6.46276 -1.60301 1.35226
H 5.15129 -2.78364 1.49813
H 4.22365 0.87982 1.72249
H 3.13389 0.71170 3.12994
N -3.39183 -8.03311 -5.02148
C -2.82924 -7.17728 -4.49402
C -2.14161 -6.09676 -3.84960
C -1.00720 -6.33859 -3.06849
C -0.34714 -5.29302 -2.45872
C -0.78628 -3.96640 -2.62487
C -1.94319 -3.74408 -3.39065
C -2.60961 -4.78941 -3.99628
C -0.08343 -2.89794 -2.01417
C 0.46625 -1.97001 -1.42642
H -0.65466 -7.35434 -2.94206
H 0.51009 -5.46889 -1.82034
H -2.31511 -2.73135 -3.48385
H -3.49915 -4.60642 -4.58610
I 2.45974 -1.17948 1.34045
I 2.00986 -4.67996 1.30931
*
```

The relative energy (zero: lowest compared OMol25 entry of this formula, charge and spin) comes out at 134.3 kcal/mol. As for the HOMO-LUMO gap: 5.12 eV. For the electronic energy, the calculation gives -4543.63892 Ha.